1.
46
Properties=species:S:1:pos:R:3 method="wB97M-V/def2-TZVPD" e_homo_ev="-19.4404 / -19.3087" charge=+3 orbital_gap_ev="8.8 / 4.6" e_lumo_ev="-10.6 / -14.7" multiplicity=5
C -0.79 -4.24 -4.75
C -0.49 -3.20 -3.70
H 0.13 -4.82 -4.89
H -1.08 -3.78 -5.71
H -1.60 -4.91 -4.41
O 0.57 -3.05 -3.11
Cl -1.84 -2.12 -3.26
Ru 0.02 -0.68 0.19
P -0.63 -2.22 1.61
C 0.43 -2.94 2.91
C -2.06 -1.73 2.62
H -1.82 -3.39 -0.11
H -1.64 -4.42 1.36
H -0.25 -4.16 0.26
C -1.14 -3.70 0.70
H -2.82 -1.30 1.96
H -2.48 -2.58 3.18
H -0.09 -3.70 3.51
H 0.77 -2.15 3.60
H -1.74 -0.96 3.35
H 1.33 -3.40 2.47
C 1.73 -0.88 0.84
O 2.82 -0.99 1.26
Cl -2.24 -0.58 -0.54
C 0.59 2.10 1.49
N 0.44 1.46 0.11
C 1.71 1.80 -0.64
N 1.93 3.26 -0.74
C 2.02 3.83 0.62
N 0.80 3.55 1.40
C -0.34 4.18 0.70
N -0.48 3.63 -0.67
C -0.68 2.17 -0.57
C 0.77 3.88 -1.42
H 1.46 1.65 2.00
H -0.33 1.90 2.06
H 1.64 1.37 -1.65
H 2.57 1.38 -0.10
H 2.15 4.92 0.53
H 2.89 3.40 1.13
H -1.27 4.00 1.25
H -0.16 5.27 0.63
H -0.79 1.76 -1.58
H -1.60 1.99 0.01
H 0.94 4.97 -1.48
H 0.67 3.46 -2.43

2.
46
Properties=species:S:1:pos:R:3 method="wB97M-V/def2-TZVPD" e_homo_ev="-17.8194 / -17.8906" charge=+3 orbital_gap_ev="5.9 / 4.1" e_lumo_ev="-11.9 / -13.7"
C 0.43 0.92 -1.93
C -1.04 1.15 -2.35
H 0.82 1.81 -1.41
H 1.10 0.74 -2.78
H 0.50 0.07 -1.23
O -1.42 2.25 -2.88
I -2.37 0.62 -0.68
Sn 1.37 -2.62 0.10
P -1.62 -0.31 -3.54
C -3.27 0.13 -4.04
C -0.48 -0.19 -4.91
H -0.50 -2.07 -2.26
H -1.58 -2.67 -3.56
H -2.27 -2.08 -2.02
C -1.47 -1.93 -2.75
H 0.44 -0.74 -4.69
H -0.98 -0.62 -5.80
H -3.37 -0.20 -5.09
H -3.39 1.22 -3.98
H -0.26 0.88 -5.09
H -4.03 -0.38 -3.42
C -3.18 3.38 -0.34
O -3.61 4.41 -0.18
Cl 2.91 -3.77 1.57
C 0.56 -1.60 2.73
N 1.06 -0.79 1.54
C 2.49 -0.37 1.75
N 2.70 0.34 3.04
C 2.24 -0.53 4.14
N 0.79 -0.88 4.02
C 0.04 0.39 3.99
N 0.45 1.23 2.85
C 0.26 0.49 1.60
C 1.87 1.56 3.02
H 1.08 -2.56 2.78
H -0.53 -1.74 2.57
H 2.77 0.32 0.93
H 3.16 -1.25 1.76
H 2.36 0.02 5.09
H 2.81 -1.46 4.14
H -1.04 0.19 3.92
H 0.26 0.95 4.91
H 0.56 1.14 0.77
H -0.80 0.23 1.52
H 2.00 2.09 3.97
H 2.19 2.20 2.19

3.
56
Properties=species:S:1:pos:R:3 method="wB97M-V/def2-TZVPD" e_homo_ev="-7.5423 / -12.2387" charge=+1 orbital_gap_ev="3.3 / 8.3" e_lumo_ev="-4.3 / -3.9" multiplicity=2
Na -3.77 1.26 -2.17
Na -4.93 1.87 1.81
Na -1.79 5.45 -0.74
Cl -1.86 1.95 1.43
O -0.45 1.83 1.31
O -2.30 3.30 1.26
O -2.48 1.04 0.51
O -2.24 1.60 2.78
C 5.77 5.18 2.23
O 4.64 4.36 2.24
C 3.47 4.74 2.74
O 3.19 5.82 3.34
O 2.53 3.77 2.43
C 1.23 3.93 3.04
H 5.84 5.80 3.13
H 5.96 5.77 1.34
H 6.62 4.51 2.38
H 0.78 2.94 3.16
H 0.66 4.56 2.36
H 1.24 4.54 3.94
C -1.31 -1.85 -5.46
O -0.31 -1.10 -4.66
C -0.74 -0.22 -3.72
O -1.93 0.06 -3.50
O 0.31 0.36 -3.11
C 0.28 1.39 -2.19
H -2.27 -1.96 -4.97
H -0.90 -2.79 -5.82
H -1.49 -1.31 -6.39
H 0.77 2.26 -2.62
H 0.86 1.15 -1.30
H -0.73 1.65 -1.91
C -4.12 -6.04 2.23
O -4.12 -4.97 1.28
C -2.94 -4.35 0.81
O -1.73 -4.65 1.10
O -3.26 -3.26 0.04
C -2.34 -2.28 -0.41
H -3.62 -6.94 1.88
H -5.13 -6.32 2.53
H -3.44 -5.92 3.08
H -1.60 -2.71 -1.08
H -1.97 -1.85 0.53
H -2.93 -1.58 -1.00
C 1.04 -1.40 1.54
O 2.42 -1.24 1.15
C 2.79 -1.41 -0.19
O 3.89 -1.12 -0.57
O 1.76 -1.89 -0.93
C 2.08 -2.30 -2.25
H 1.09 -1.28 2.62
H 0.62 -2.40 1.42
H 0.36 -0.62 1.21
H 2.89 -3.04 -2.26
H 2.31 -1.44 -2.88
H 1.31 -2.90 -2.73

4.
47
Properties=species:S:1:pos:R:3 method="wB97M-V/def2-TZVPD" e_homo_ev="-11.8375 / -11.8277" charge=+1 orbital_gap_ev="5.5 / 4.2" e_lumo_ev="-6.4 / -7.6" multiplicity=3 e_above_lowest_kj_mol=205.9
Ni -20.86 36.04 18.97
Cl -22.90 36.39 17.49
C -16.96 36.49 15.27
C -16.95 35.42 16.29
C -18.25 34.63 15.95
S -19.59 35.86 15.73
O -20.06 36.25 17.06
O -20.56 35.56 14.65
C -18.38 37.23 15.25
H -16.81 35.94 14.35
H -16.18 37.21 15.54
H -17.07 35.67 17.35
H -16.09 34.75 16.29
H -18.56 33.82 16.61
H -18.14 34.20 14.96
H -18.58 38.01 15.98
H -18.68 37.67 14.30
C -23.08 34.31 12.84
C -23.84 33.24 12.27
C -24.37 32.34 13.33
S -24.48 33.36 14.82
O -23.36 32.96 15.69
O -25.82 33.37 15.43
C -23.96 34.92 13.99
H -22.89 35.14 12.17
H -22.16 33.91 13.29
H -23.25 32.73 11.51
H -24.57 33.73 11.62
H -23.58 31.60 13.51
H -25.32 31.88 13.06
H -23.44 35.49 14.76
H -24.78 35.45 13.52
C -25.74 39.10 18.83
C -26.00 40.03 19.99
C -26.77 39.27 21.11
S -26.79 37.48 20.67
O -28.16 37.18 20.16
O -26.21 36.68 21.69
C -25.67 37.58 19.20
H -24.95 39.39 18.14
H -26.66 39.24 18.26
H -26.41 40.99 19.69
H -24.99 40.32 20.27
H -27.67 39.64 21.61
H -26.02 39.26 21.89
H -25.94 36.81 18.47
H -24.71 37.39 19.66

5.
66
Properties=species:S:1:pos:R:3 method="wB97M-V/def2-TZVPD" e_homo_ev=-5.1222 charge=-1 orbital_gap_ev=6.9 e_lumo_ev=1.8
O 0.76 -3.91 -0.66
S 0.78 -3.98 -2.22
O 1.91 -4.90 -2.74
O 0.98 -2.35 -2.77
C -0.93 -4.50 -2.88
C -1.97 -3.34 -2.28
F -3.32 -3.96 -2.27
H -0.98 -4.42 -4.05
H -1.27 -5.55 -2.47
H -1.98 -2.38 -2.94
H -1.68 -3.05 -1.17
C 1.62 1.15 -1.32
C 1.42 2.53 -1.95
O 0.11 2.50 -2.52
S -0.84 1.52 -1.61
O -1.60 2.35 -0.71
O -1.44 0.54 -2.48
O 0.35 0.80 -0.77
H 1.88 0.41 -2.08
H 2.39 1.16 -0.55
H 2.17 2.76 -2.71
H 1.43 3.31 -1.18
C 1.81 5.62 2.80
C 2.61 4.69 3.70
O 2.84 3.52 2.91
S 2.96 3.96 1.35
O 4.36 4.07 1.02
O 2.03 3.16 0.58
O 2.35 5.46 1.50
H 0.75 5.33 2.78
H 1.89 6.67 3.12
H 2.08 4.43 4.62
H 3.59 5.12 3.95
C 2.61 -0.99 3.99
C 3.75 -0.45 3.14
O 4.03 0.85 3.67
S 3.74 0.83 5.28
O 4.99 0.62 5.96
O 2.84 1.92 5.59
O 2.89 -0.56 5.32
H 1.65 -0.57 3.70
H 2.55 -2.09 3.95
H 3.48 -0.38 2.08
H 4.65 -1.06 3.24
C -2.50 -2.87 2.12
C -2.33 -1.62 2.98
O -1.50 -2.02 4.06
S -0.47 -3.17 3.54
O 0.79 -2.53 3.22
O -0.57 -4.31 4.42
O -1.23 -3.52 2.14
H -3.24 -3.55 2.55
H -2.79 -2.63 1.09
H -3.29 -1.23 3.35
H -1.81 -0.83 2.43
C -4.54 0.84 -4.83
C -3.35 0.95 -5.77
O -3.05 -0.39 -6.16
S -4.44 -1.25 -6.19
O -4.91 -1.30 -7.56
O -4.26 -2.44 -5.38
O -5.36 -0.19 -5.37
H -4.22 0.53 -3.83
H -5.10 1.77 -4.75
H -2.48 1.41 -5.30
H -3.61 1.51 -6.68

6.
47
Properties=species:S:1:pos:R:3 method="wB97M-V/def2-TZVPD" e_homo_ev=-7.5161 charge=0 orbital_gap_ev=7.9 e_lumo_ev=0.4 e_above_lowest_kj_mol=0.0
Li -3.92 2.83 5.79
I -3.18 4.91 4.58
C -7.30 4.93 9.05
C -8.34 3.86 9.34
C -7.90 2.60 8.63
S -7.09 3.16 7.13
O -7.95 2.94 6.00
O -5.75 2.66 7.11
C -7.10 4.90 7.54
H -6.37 4.74 9.59
H -7.61 5.91 9.42
H -9.32 4.21 8.96
H -8.58 3.72 10.40
H -8.66 1.85 8.43
H -7.12 2.10 9.21
H -7.98 5.32 7.05
H -6.21 5.40 7.16
C 1.02 2.11 5.57
C 0.34 3.45 5.95
C -0.24 3.18 7.31
S -1.09 1.63 7.11
O -2.42 1.86 6.63
O -0.91 0.80 8.28
C -0.07 1.07 5.73
H 1.87 1.92 6.23
H 1.36 2.13 4.53
H -0.41 3.64 5.18
H 1.06 4.27 5.98
H -0.92 3.95 7.68
H 0.51 2.99 8.08
H -0.76 0.99 4.89
H 0.26 0.05 5.95
C -6.25 1.72 1.14
C -7.03 2.57 2.14
C -7.14 1.66 3.38
S -5.54 0.86 3.51
O -5.69 -0.57 3.63
O -4.72 1.58 4.45
C -4.98 1.31 1.86
H -6.02 2.18 0.17
H -6.85 0.84 0.89
H -8.03 2.87 1.85
H -6.42 3.43 2.45
H -7.84 0.84 3.21
H -7.39 2.14 4.32
H -4.44 0.47 1.43
H -4.30 2.15 2.02

7.
43
Properties=species:S:1:pos:R:3 method="wB97M-V/def2-TZVPD" e_homo_ev="-17.3656 / -17.3657" charge=+2 orbital_gap_ev="7.7 / 7.7" e_lumo_ev="-9.7 / -9.7"
N 1.81 -0.27 -0.26
C 2.90 -0.69 0.12
O 3.95 -1.05 0.49
Li 1.12 -0.30 -2.34
Nb -0.22 -0.04 -0.03
N -0.43 -1.52 -1.36
N -0.25 1.68 -0.95
C -0.33 -2.94 -0.91
C 0.38 3.00 -1.08
C 0.82 -3.62 -1.68
C -1.64 -3.65 -1.26
C -0.06 -3.03 0.58
C 0.02 3.59 -2.45
C -0.12 3.96 0.00
C 1.89 2.84 -0.97
H 0.66 -3.55 -2.76
H 0.88 -4.68 -1.39
H 1.79 -3.15 -1.44
H -2.49 -3.16 -0.78
H -1.58 -4.69 -0.90
H -1.80 -3.70 -2.34
H 0.90 -2.57 0.87
H 0.01 -4.10 0.85
H -0.88 -2.59 1.17
H 0.34 2.91 -3.26
H 0.56 4.54 -2.59
H -1.06 3.77 -2.54
H -1.18 4.18 -0.11
H 0.44 4.91 -0.07
H 0.04 3.56 1.00
H 2.19 2.33 -0.05
H 2.36 3.84 -1.00
H 2.29 2.26 -1.82
C -1.76 1.67 -1.11
H -2.20 0.76 -0.63
H -2.20 2.56 -0.63
H -2.05 1.67 -2.17
C -0.94 -1.27 -2.74
H -2.03 -1.40 -2.80
H -0.73 -0.24 -3.08
H -0.46 -1.98 -3.43
N -1.09 0.02 3.22
C -0.84 0.00 2.06

8.
51
Properties=species:S:1:pos:R:3 method="wB97M-V/def2-TZVPD" e_homo_ev="-14.6904 / -14.6881" charge=+2 orbital_gap_ev="7.0 / 6.9" e_lumo_ev="-7.7 / -7.8" e_above_lowest_kj_mol=99.8
Mg -0.88 1.19 -0.55
N 0.93 1.73 -1.45
C 1.67 2.65 -0.53
C 0.91 3.97 -0.36
C -0.44 3.85 0.34
N -1.45 3.16 -0.52
H 1.53 0.94 -1.68
H 0.78 2.23 -2.32
H 2.66 2.87 -0.93
H 1.78 2.16 0.43
H 0.78 4.44 -1.34
H 1.54 4.63 0.24
H -0.78 4.85 0.61
H -0.33 3.27 1.26
H -1.60 3.73 -1.35
H -2.33 3.21 -0.01
O -2.65 0.94 0.74
O -3.25 1.87 1.26
N -0.26 -2.30 -3.39
C -1.41 -2.82 -2.60
P -1.60 -1.73 -1.10
O -0.83 -2.27 0.04
O -1.29 -0.32 -1.61
C -3.38 -1.87 -0.53
N -3.31 -1.85 0.96
H 0.61 -2.26 -2.79
H -0.45 -1.34 -3.66
H -0.06 -2.86 -4.21
H -1.20 -3.83 -2.26
H -2.31 -2.82 -3.21
H -3.81 -2.82 -0.84
H -4.00 -1.05 -0.90
H -3.19 -0.88 1.29
H -2.42 -2.34 1.21
H -4.11 -2.29 1.43
O -0.65 0.40 3.45
C -0.10 0.34 2.39
O -0.63 0.71 1.23
C 1.30 -0.27 2.26
C 1.96 -0.72 3.40
C 3.11 -1.49 3.29
C 3.58 -1.87 2.04
C 2.92 -1.40 0.91
C 1.82 -0.57 1.02
N 3.25 -1.90 -0.40
O 2.62 -1.40 -1.36
O 4.07 -2.76 -0.54
H 1.54 -0.49 4.38
H 3.60 -1.84 4.18
H 4.43 -2.52 1.95
H 1.32 -0.26 0.13

9.
41
Properties=species:S:1:pos:R:3 method="wB97M-V/def2-TZVPD" e_homo_ev=-9.0377 charge=0 orbital_gap_ev=9.5 e_lumo_ev=0.5 smiles="CC(C)C[C@H](NC(=O)[C@@H](N)CC(C)C)C(=O)O" e_above_lowest_kj_mol=398.5
C 3.78 -0.06 1.93
C 3.34 -0.48 0.54
C 4.28 -1.59 0.05
C 1.87 -0.99 0.54
C 0.58 -0.26 0.80
N 0.48 0.98 0.13
C -0.61 1.63 -0.39
O -0.64 2.46 -1.26
C -2.02 1.44 0.43
N -2.59 2.75 0.80
C -3.02 1.02 -0.74
C -2.44 -0.16 -1.72
C -2.42 -1.55 -1.20
C -2.86 0.00 -3.27
C 0.25 -0.18 2.14
O 0.41 0.82 2.79
O -0.09 -1.36 2.61
H 4.59 0.64 1.90
H 2.89 0.39 2.50
H 4.13 -0.98 2.48
H 3.54 0.39 -0.13
H 3.80 -2.26 -0.78
H 4.53 -2.36 0.93
H 5.19 -1.22 -0.47
H 1.49 -1.31 -0.44
H 1.76 -1.82 1.31
H -0.16 -0.91 0.29
H 1.38 1.49 -0.05
H -1.97 0.72 1.19
H -2.07 3.28 1.49
H -2.44 3.42 -0.05
H -2.99 1.93 -1.29
H -4.16 0.99 -0.52
H -1.45 0.07 -1.80
H -2.04 -2.28 -1.96
H -3.53 -1.65 -1.05
H -1.84 -1.77 -0.25
H -2.46 -0.88 -3.80
H -2.23 0.79 -3.67
H -3.99 0.13 -3.62
H -0.28 -1.25 3.59

10.
43
Properties=species:S:1:pos:R:3 method="wB97M-V/def2-TZVPD" e_homo_ev=1.4290 charge=-2 orbital_gap_ev=3.3 e_lumo_ev=4.8 e_above_lowest_kj_mol=1020.5
N -0.48 0.91 -0.51
H -0.62 0.51 0.41
H 0.47 1.23 -0.62
H -1.04 1.74 -0.64
H -0.72 0.23 -1.22
C -0.16 -2.31 -2.65
C -0.54 -0.82 -2.51
O -1.61 -0.61 -1.59
H 0.72 -2.42 -3.28
H -0.84 -3.09 -2.97
H 0.20 -2.76 -1.71
H -0.92 -0.44 -3.46
H 0.37 -0.24 -2.38
C -3.49 1.98 -2.11
C -2.78 2.43 -0.84
O -2.63 1.38 0.09
H -4.57 2.00 -1.95
H -3.13 0.97 -2.29
H -3.33 2.66 -2.95
H -3.34 3.28 -0.45
H -1.77 2.74 -1.10
C 0.14 0.52 2.28
C -1.04 -0.45 1.93
O -1.94 -0.13 0.91
H -0.27 1.43 2.71
H 0.73 0.72 1.38
H 0.79 0.13 3.07
H -1.50 -0.88 2.82
H -0.46 -1.33 1.64
C 2.38 -2.45 2.05
C 3.30 -1.49 2.49
C 3.26 -0.20 1.92
C 2.41 0.14 0.86
C 1.52 -0.84 0.44
C 1.53 -2.14 1.03
N 2.42 1.48 0.36
O 1.52 1.76 -0.39
O 3.36 2.20 0.70
H 2.44 -3.37 2.61
H 4.01 -1.68 3.28
H 3.90 0.55 2.35
H 0.87 -0.51 -0.36
H 0.80 -2.83 0.64

The records above give, respectively, DFT total energy values of -2196.59929, -2153.50967, -2622.06762, -4085.68102, -4690.99871, -2422.95696, -829.83160, -1888.26511, -806.77912, -956.71306 a.u..
The records above give, respectively, max |F| values of 7.13, 3.93, 5.25, 4.63, 6.35, 1.25, 3.22, 2.11, 4.12, 8.11 eV Å⁻¹.